# 1
The following is a DFT calculation (ωB97M-V/def2-TZVPD) of 8 unconnected molecules or ions with the total composition H16O8.

Properties
frontier orbital gap: 11.89 eV
SMILES string: O.O.O.O.O.O.O.O
E_tot: -611.4844 Ha
LUMO: 0.40 eV
total charge: 0
ΔE to the lowest compared entry with this formula, charge and spin: 257.89 kJ/mol

Geometry as XYZ:
```
24
Properties=species:S:1:pos:R:3:forces:R:3:mulliken_charge:R:1
O 6.611 21.955 23.237 -0.061 -0.193 -0.254 -0.654
H 6.858 22.877 23.169 0.059 0.338 -0.001 0.331
H 6.752 21.735 24.158 -0.001 -0.080 0.286 0.322
O 1.085 21.841 26.090 -0.100 -0.209 0.014 -0.640
H 2.000 22.115 26.040 0.269 0.021 -0.004 0.322
H 0.586 22.654 26.003 -0.163 0.181 -0.014 0.318
O 8.559 19.062 29.055 0.097 0.294 0.030 -0.638
H 8.316 18.414 29.716 -0.060 -0.121 0.187 0.309
H 8.423 18.616 28.220 -0.057 -0.159 -0.317 0.326
O 7.593 25.898 23.372 0.074 -0.277 0.093 -0.633
H 7.775 26.093 22.453 0.093 0.042 -0.246 0.319
H 6.968 26.572 23.641 -0.172 0.152 0.140 0.319
O 5.352 19.066 19.117 -0.165 -0.183 0.085 -0.631
H 5.786 19.658 19.730 0.125 0.172 0.211 0.324
H 5.649 19.353 18.253 0.041 0.031 -0.236 0.306
O 7.662 17.139 25.335 0.131 0.061 0.304 -0.639
H 6.791 17.062 24.948 -0.325 -0.005 -0.103 0.329
H 8.261 17.098 24.590 0.165 -0.012 -0.168 0.313
O 7.823 22.888 27.248 -0.239 0.117 -0.084 -0.652
H 8.136 22.104 27.699 0.054 -0.278 0.232 0.333
H 8.475 23.050 26.567 0.186 0.118 -0.157 0.312
O 3.887 17.488 22.891 0.203 -0.148 0.166 -0.632
H 2.960 17.591 23.109 -0.229 0.010 0.098 0.317
H 4.015 18.042 22.121 0.077 0.130 -0.262 0.318
```
Positions in Å, forces in eV/Å.

# 2
The following is a DFT calculation (ωB97M-V/def2-TZVPD) of 2 unconnected molecules or ions with the total composition C3H8N2O2.

Properties
frontier orbital gap: 9.12 eV
E_tot: -378.9401 Ha
LUMO: 0.75 eV
total charge: 0
ΔE to the lowest compared entry with this formula, charge and spin: 527.49 kJ/mol

Geometry as XYZ:
```
15
Properties=species:S:1:pos:R:3:forces:R:3:mulliken_charge:R:1
C -0.646 -0.187 -1.197 -0.366 -1.258 2.215 -0.629
C 0.776 -0.285 -0.580 -0.979 -0.401 0.610 -0.469
C -1.953 0.650 0.585 -2.752 3.404 3.823 0.039
N -1.309 0.975 -0.466 -0.755 -0.850 -1.319 0.385
N 0.732 0.205 0.814 2.827 -0.213 0.730 -0.605
O -1.251 2.197 -0.836 0.723 0.077 -0.824 -0.679
O -2.012 -0.546 1.189 -0.491 -0.170 -0.321 -0.498
H -0.573 -0.110 -2.268 -0.460 0.628 -0.198 0.351
H -1.290 -1.085 -0.888 1.037 1.244 -0.720 0.303
H 1.187 -1.311 -0.594 -0.468 0.372 0.007 0.325
H 1.391 0.302 -1.204 1.029 0.871 -0.665 0.355
H -2.590 1.770 1.243 2.194 -3.814 -2.349 0.268
H 1.763 0.298 1.153 -2.561 -0.133 -0.647 0.271
H 0.303 1.133 0.856 0.714 -0.221 -0.060 0.209
H -1.163 -0.828 1.569 0.306 0.464 -0.282 0.374
```
Positions in Å, forces in eV/Å.

# 3
The following is a DFT calculation (ωB97M-V/def2-TZVPD) of a molecular structure, C5BF5N2PtS2.

Properties
frontier orbital gap: 6.30 eV
E_tot: -1740.1702 Ha
LUMO: 5.43 eV
total charge: -2
ΔE to the lowest compared entry with this formula, charge and spin: 0.00 kJ/mol

Geometry as XYZ:
```
16
Properties=species:S:1:pos:R:3:forces:R:3:mulliken_charge:R:1
Pt -0.751 -0.670 0.369 0.186 -0.286 1.087 0.202
S 1.097 0.851 1.132 -0.626 0.228 -0.354 -0.536
C 1.331 1.704 -0.368 0.201 0.004 -0.086 0.480
C 2.356 2.725 -0.347 -0.266 -0.278 -0.060 -0.064
N 3.182 3.529 -0.289 0.006 0.029 -0.004 -0.582
C 0.670 1.450 -1.544 0.038 0.277 -0.291 0.406
S -0.608 0.268 -1.791 0.564 0.061 0.716 -0.422
C 1.013 2.220 -2.718 -0.085 -0.176 0.305 -0.056
N 1.258 2.814 -3.677 0.000 -0.009 0.012 -0.586
F -0.561 -2.166 2.986 -0.022 -0.086 0.001 -0.243
C -1.406 -1.356 2.268 0.302 0.377 -0.833 0.268
F -2.600 -2.059 2.248 0.139 0.013 0.131 -0.233
F -1.684 -0.335 3.170 0.065 -0.012 -0.216 -0.256
F -1.033 -3.645 0.450 0.037 0.176 0.018 -0.282
B -1.072 -2.494 -0.280 -0.557 -0.310 -0.642 0.209
F -1.193 -2.836 -1.607 0.017 -0.008 0.216 -0.307
```
Positions in Å, forces in eV/Å.

# 4
The following is a DFT calculation (ωB97M-V/def2-TZVPD) of a gas-phase ion, C3H7N2O (charge +1).

Properties
frontier orbital gap: 9.92 eV
SMILES string: CC1=[NH+]CON1
E_tot: -302.9036 Ha
LUMO: -4.79 eV
total charge: +1
ΔE to the lowest compared entry with this formula, charge and spin: 358.14 kJ/mol

Geometry as XYZ:
```
13
Properties=species:S:1:pos:R:3:forces:R:3:mulliken_charge:R:1
C 0.320 0.528 -1.755 3.281 2.022 1.195 -1.087
C -0.059 0.170 -0.426 -2.917 0.244 5.500 0.586
N 0.111 -1.031 0.228 -2.330 5.114 -1.578 -0.119
C -0.093 -0.801 1.644 0.998 0.256 1.463 -0.175
O -1.119 0.231 1.621 1.346 -0.564 -0.054 -0.225
N -0.660 1.083 0.569 0.528 -2.016 -2.844 -0.211
H -0.346 0.927 -2.446 -1.605 0.819 -0.702 0.386
H 0.740 -0.326 -2.119 1.092 -2.401 -1.662 0.349
H 1.253 1.234 -1.680 -1.751 -0.918 0.002 0.327
H 0.647 -1.711 -0.176 1.630 -2.329 -1.029 0.199
H -0.352 -1.683 2.333 -0.176 1.384 -1.523 0.315
H 0.954 -0.441 1.928 -1.580 0.184 0.619 0.305
H -1.396 1.820 0.279 1.483 -1.796 0.612 0.351
```
Positions in Å, forces in eV/Å.

# 5
The following is a DFT calculation (ωB97M-V/def2-TZVPD) of 3 unconnected molecules or ions with the total composition C26H43BF17IO8Si.

Properties
frontier orbital gap: 9.38 eV
SMILES string: OB(O)C[Si@H](CCCI)CCC(F)(F)C(F)(F)C(F)(F)C(F)(F)C(F)(F)C(F)(F)C(F)(F)C(F)(F)F.COCCOCCOC.COCCOCCOC
E_tot: -3928.1541 Ha
LUMO: 0.28 eV
total charge: 0
ΔE to the lowest compared entry with this formula, charge and spin: 0.00 kJ/mol

Geometry as XYZ:
```
97
Properties=species:S:1:pos:R:3:forces:R:3:mulliken_charge:R:1
O 2.130 -0.449 5.847 -0.083 -0.440 -0.440 -0.607
B 1.401 -1.631 5.922 0.024 -0.249 0.437 0.520
O 0.375 -1.743 6.861 0.219 -0.099 -0.442 -0.614
C 1.698 -2.860 4.995 -0.124 0.659 -0.041 -0.574
Si 0.345 -2.845 3.675 0.216 0.196 0.274 0.126
C 0.218 -4.446 2.683 -0.030 -0.012 0.454 -0.923
C 0.712 -5.661 3.490 -0.549 -0.018 -0.101 -0.521
C -0.139 -6.881 3.158 0.584 0.141 0.189 -1.279
I 0.826 -8.698 3.771 -0.124 0.074 -0.118 -0.023
C 0.681 -1.319 2.602 -0.157 -0.783 -0.099 -1.042
C 0.025 -1.346 1.207 0.623 0.545 0.499 0.038
C -1.158 -0.415 1.053 0.326 -0.568 -0.273 0.522
F -1.397 -0.267 -0.266 -0.228 -0.036 -0.519 -0.370
F -0.836 0.817 1.505 -0.157 0.225 0.302 -0.351
C -2.503 -0.919 1.685 -0.320 0.649 -0.535 0.863
F -3.519 -0.692 0.817 0.101 -0.007 0.019 -0.389
F -2.417 -2.245 1.866 0.143 -0.143 0.206 -0.296
C -2.921 -0.204 2.981 0.846 0.021 0.521 0.583
F -1.837 -0.246 3.814 -0.365 0.086 -0.122 -0.206
F -3.201 1.092 2.731 0.006 -0.665 0.057 -0.304
C -4.072 -0.850 3.804 -0.094 0.347 0.538 0.586
F -3.791 -2.135 4.104 -0.015 0.571 -0.108 -0.174
F -4.082 -0.146 4.968 -0.023 -0.187 -0.318 -0.366
C -5.521 -0.731 3.247 -0.375 -0.116 0.169 0.475
F -6.340 -0.957 4.306 0.160 0.118 -0.076 -0.340
F -5.752 0.523 2.820 0.167 -0.337 0.143 -0.280
C -5.942 -1.743 2.127 -0.374 0.477 -0.462 0.756
F -5.021 -2.689 1.906 0.049 -0.120 0.078 -0.274
F -6.101 -1.049 0.984 -0.079 -0.075 0.101 -0.313
C -7.301 -2.454 2.386 -0.237 -0.371 -0.642 0.442
F -8.278 -1.547 2.584 0.498 -0.323 0.017 -0.287
F -7.576 -3.112 1.230 0.019 0.276 0.346 -0.299
C -7.275 -3.531 3.531 -0.729 -0.038 0.459 0.737
F -8.255 -3.247 4.412 0.605 -0.326 -0.402 -0.268
F -7.488 -4.757 3.031 0.206 0.657 0.373 -0.253
F -6.104 -3.524 4.179 -0.358 -0.257 -0.172 -0.194
H 1.654 0.217 5.354 0.006 0.577 0.097 0.311
H -0.422 -1.315 6.546 -0.377 0.187 0.298 0.323
H 1.668 -3.763 5.593 -0.019 -0.296 -0.020 0.370
H 2.651 -2.727 4.492 0.262 -0.231 -0.045 0.313
H -0.945 -2.629 4.378 -0.040 -0.183 -0.029 -0.139
H -0.846 -4.612 2.512 -0.232 0.208 -0.196 0.405
H 0.690 -4.401 1.707 0.154 0.008 -0.178 0.591
H 0.564 -5.467 4.547 0.263 -0.030 0.327 0.255
H 1.762 -5.857 3.324 0.262 0.054 -0.030 0.467
H -1.056 -6.845 3.723 -0.364 -0.075 -0.035 0.508
H -0.342 -6.926 2.098 -0.023 -0.334 -0.214 0.486
H 0.430 -0.414 3.141 -0.042 0.201 0.056 0.543
H 1.756 -1.287 2.451 0.252 0.001 0.030 0.543
H 0.759 -0.961 0.507 -0.007 0.200 -0.334 -0.630
H -0.182 -2.353 0.874 -0.436 -0.163 -0.090 0.502
C 3.008 0.536 -1.146 -0.033 -0.158 0.023 -0.560
O 2.596 -0.472 -2.047 0.059 0.240 -0.128 -0.291
C 1.337 -0.233 -2.660 0.196 -0.176 0.132 -0.064
C 1.378 -0.514 -4.148 -0.165 -0.102 -0.075 -0.612
O 2.154 0.390 -4.918 0.000 -0.064 -0.021 -0.383
C 3.570 0.350 -4.814 0.016 0.102 0.034 -0.131
C 4.235 -0.889 -5.375 0.158 -0.099 0.115 -0.782
O 4.012 -2.033 -4.570 -0.345 0.073 -0.049 -0.265
C 3.749 -3.215 -5.294 0.113 0.013 0.111 -0.810
H 2.528 0.405 -0.168 -0.007 0.152 0.019 0.108
H 4.086 0.452 -1.016 -0.013 -0.078 0.009 0.244
H 2.785 1.537 -1.529 -0.032 0.009 0.028 0.305
H 1.012 0.800 -2.492 0.037 0.031 0.003 0.277
H 0.602 -0.899 -2.193 -0.161 0.075 -0.119 0.214
H 0.356 -0.388 -4.517 0.007 0.042 -0.018 0.396
H 1.655 -1.550 -4.349 0.175 -0.010 0.147 0.178
H 3.901 0.548 -3.794 -0.010 -0.189 0.077 0.124
H 3.913 1.190 -5.423 -0.015 0.000 -0.026 0.420
H 5.316 -0.704 -5.414 -0.006 0.099 -0.137 0.401
H 3.880 -1.056 -6.398 -0.048 -0.026 0.003 0.367
H 3.072 -3.030 -6.134 0.021 0.004 -0.026 0.377
H 3.266 -3.917 -4.614 0.060 -0.004 0.029 0.233
H 4.675 -3.666 -5.665 -0.037 -0.016 -0.094 0.305
C 2.733 7.473 -0.779 0.012 -0.149 0.041 -0.818
O 2.039 6.397 -1.372 0.005 0.178 -0.272 -0.255
C 0.631 6.549 -1.403 0.092 -0.121 0.112 -0.547
C 0.035 6.158 -2.740 -0.077 -0.141 -0.041 -0.162
O 0.338 7.022 -3.821 -0.065 0.076 -0.023 -0.449
C 1.647 7.028 -4.369 0.052 0.123 0.010 -0.351
C 2.044 5.777 -5.122 0.195 -0.087 0.047 -0.549
O 2.264 4.682 -4.252 -0.338 0.026 0.122 -0.294
C 1.756 3.446 -4.716 0.138 0.222 0.066 -0.386
H 2.714 7.401 0.314 -0.020 0.096 0.011 0.307
H 3.768 7.423 -1.115 0.001 -0.050 0.036 0.233
H 2.317 8.438 -1.086 -0.016 0.008 0.018 0.374
H 0.346 7.580 -1.172 0.036 0.037 -0.018 0.353
H 0.199 5.894 -0.635 -0.144 0.078 0.001 0.360
H -1.050 6.228 -2.628 -0.005 0.022 -0.003 0.405
H 0.260 5.118 -2.983 0.205 0.013 0.043 -0.008
H 2.394 7.289 -3.618 0.028 -0.193 0.084 0.119
H 1.632 7.843 -5.098 -0.025 -0.001 -0.005 0.410
H 2.981 5.985 -5.656 -0.075 0.089 -0.122 0.392
H 1.273 5.541 -5.863 -0.039 -0.031 0.027 0.341
H 0.765 3.563 -5.168 0.016 -0.004 -0.036 0.328
H 1.663 2.784 -3.859 0.093 -0.037 0.013 -0.065
H 2.434 2.989 -5.438 -0.069 -0.067 -0.098 0.263
```
Positions in Å, forces in eV/Å.

# 6
The following is a DFT calculation (ωB97M-V/def2-TZVPD) of a molecular structure, C11H27AsClCoO2P2.

Properties
frontier orbital gap (spin up / spin down): 8.41 / 8.41 eV
E_tot: -5346.7451 Ha
LUMO (spin up / spin down): -8.02 / -8.02 eV
total charge: +2

Geometry as XYZ:
```
45
Properties=species:S:1:pos:R:3:forces:R:3:mulliken_charge:R:1
Co 0.234 -0.395 -0.390 -0.412 -0.307 0.278 -0.274
C -2.523 -0.997 -2.171 0.015 -0.005 -0.020 -1.374
P -1.935 -0.009 -0.783 -0.128 -0.044 0.029 1.175
C -3.169 -0.208 0.522 -0.038 0.017 0.002 -1.345
C -2.030 1.751 -1.265 0.073 0.059 0.010 -1.044
C -1.070 2.545 -0.371 -0.054 -0.007 -0.025 -0.926
P 0.545 1.716 -0.438 0.024 0.218 -0.143 1.145
C 1.636 2.418 0.799 0.027 0.013 0.043 -1.248
C 1.271 2.108 -2.039 0.027 0.058 -0.029 -1.583
H -3.526 -0.679 -2.460 0.000 0.013 0.011 0.461
H -2.560 -2.050 -1.887 -0.001 0.003 0.006 0.432
H -1.845 -0.891 -3.017 -0.002 0.001 -0.006 0.388
H -4.143 0.087 0.128 -0.001 -0.003 -0.001 0.487
H -2.935 0.415 1.384 -0.005 0.005 -0.007 0.347
H -3.231 -1.249 0.838 0.022 -0.011 -0.013 0.377
H -3.055 2.115 -1.189 -0.001 -0.007 0.023 0.555
H -1.737 1.834 -2.314 -0.006 -0.021 -0.001 0.404
H -1.409 2.568 0.668 0.003 -0.027 -0.003 0.419
H -0.962 3.582 -0.698 0.001 -0.007 -0.001 0.563
H 1.812 3.467 0.550 0.000 -0.006 -0.011 0.500
H 2.588 1.888 0.791 -0.001 0.000 0.019 0.394
H 1.187 2.365 1.788 0.001 -0.001 0.025 0.304
H 1.329 3.193 -2.149 0.003 -0.002 0.011 0.500
H 0.682 1.690 -2.853 -0.009 0.007 -0.001 0.408
H 2.281 1.699 -2.088 0.003 0.000 0.012 0.400
C -1.146 -0.867 3.161 -0.039 0.003 0.021 -1.200
As 0.314 -0.894 1.901 0.031 0.134 0.089 0.671
C 0.700 -2.775 1.636 -0.043 -0.015 -0.032 -1.265
C 1.797 -0.272 2.964 0.090 -0.009 -0.057 -1.178
H -0.783 -1.332 4.078 0.006 0.009 0.005 0.482
H -1.996 -1.435 2.793 0.012 -0.001 -0.006 0.373
H -1.451 0.154 3.383 0.003 0.006 -0.008 0.402
H 0.688 -3.263 2.610 0.023 -0.016 -0.007 0.471
H 1.684 -2.874 1.180 0.010 -0.009 0.013 0.392
H -0.049 -3.249 1.001 -0.008 0.003 0.008 0.407
H 1.904 -0.937 3.820 -0.031 -0.042 -0.027 0.465
H 1.609 0.734 3.332 0.009 0.015 -0.011 0.412
H 2.713 -0.297 2.377 -0.006 0.032 -0.011 0.366
Cl 3.788 -3.014 -1.720 0.007 -0.004 -0.003 -0.118
C 2.743 -1.960 -2.669 0.009 0.012 -0.028 -0.458
C 1.801 -1.199 -1.796 -0.093 0.100 0.077 0.704
O 2.095 -0.808 -0.619 0.143 -0.172 -0.127 -0.492
O 0.617 -0.898 -2.189 0.332 0.021 -0.108 -0.572
H 2.174 -2.539 -3.392 0.001 -0.007 0.004 0.370
H 3.359 -1.238 -3.211 0.003 -0.007 -0.003 0.304
```
Positions in Å, forces in eV/Å.

Max |F| readings, ordered: 0.37; 5.81; 1.14; 6.23; 0.99; 0.58 eV/Å